No. 1
Entry from OMol25: a 2-piece molecular cluster, CH3NS3 overall in a non-equilibrium geometry (ωB97M-V/def2-TZVPD).

Structure (XYZ):
```
8
Properties=species:S:1:pos:R:3:mulliken_charge:R:1
H -1.46571 -0.57266 -0.46831 0.196
S -0.52106 2.03749 1.42968 -0.321
C 0.28800 0.68829 1.38080 0.431
S 1.39858 -1.69923 0.41186 0.006
S -1.05548 -0.07878 -1.80174 -0.387
H -0.57200 1.17936 -1.32789 0.180
H 1.18580 -1.13480 -0.76657 0.152
N 0.74187 -0.41967 1.14216 -0.257
```

Results
- electronic energy (eV) = -35079.74811
- spin multiplicity = 1
- HOMO (eV) = -8.75
- structure (SMILES) = S=C=NS.S
- LUMO level (eV) = 0.493

No. 2
Entry from OMol25: a 9-piece molecular cluster, C36H72O18S5 overall in a non-equilibrium geometry (ωB97M-V/def2-TZVPD).

Structure (XYZ):
```
131
Properties=species:S:1:pos:R:3:mulliken_charge:R:1
H -2.98608 1.12099 5.29499 0.475
H -1.89379 -2.11018 3.68547 0.122
O -1.06231 3.41316 3.00611 -0.513
H 0.56997 4.95864 6.78285 0.279
C 4.67013 -3.45645 -0.21147 -0.958
C 2.50650 -1.40011 4.51406 -1.089
C -3.80171 -3.82485 0.94058 -0.969
C 1.48804 3.31051 5.77783 -0.489
O -5.88497 -1.07025 -3.94596 -0.760
S -0.58433 0.80111 -1.24971 1.042
H -2.82150 -3.59958 1.31555 -0.042
O -1.98380 3.94243 5.24351 -0.723
H 1.09126 2.62941 -3.43955 -0.157
C 2.32800 -2.73161 -1.55256 0.573
H -4.28222 -2.74006 -4.70941 0.449
C 1.04430 4.80500 5.80046 -0.709
H 3.36377 -3.33345 -3.51668 0.372
O 0.18344 -0.68644 4.58194 -0.341
H 1.30684 -3.15292 -1.49993 -0.293
H -5.77390 0.99490 -0.04168 0.388
H 5.27953 -2.61847 -2.12162 0.261
C -1.01776 0.05463 1.28926 1.323
H -4.77514 -4.32749 -0.97855 0.306
H 2.27663 -1.65260 -1.74232 -0.084
H -0.60084 -1.58218 -1.71306 0.393
H 5.35103 0.79448 -0.78447 0.489
C 1.10859 3.28125 -4.33698 -0.358
H -0.38865 2.19914 6.05936 0.587
H 4.62387 -4.43660 0.20947 0.442
H 5.73812 2.10302 1.60491 0.475
O 3.25621 2.31410 -4.87164 -0.527
H 3.72304 3.77685 -9.31173 0.427
H -0.63821 -4.08286 5.64287 0.342
H -4.30572 -4.66766 1.37967 0.497
C 2.94820 3.12527 -0.35377 -0.928
C -3.04171 0.99169 4.25018 -0.469
H -1.91787 0.42093 -5.25989 0.395
H -2.11084 0.16587 1.30480 -1.196
O 0.77132 0.76178 -1.80215 -0.465
O 4.22043 4.18231 1.72813 -0.798
H 2.90058 5.10932 -8.50546 0.288
H -0.45644 5.95963 4.57315 0.488
C -0.39261 1.21064 0.51750 -0.455
S -4.62067 -0.85020 -3.34717 1.045
H 2.38699 3.20621 5.08004 0.122
H -4.14225 1.47306 -0.51564 -0.068
H -0.77060 0.02627 2.30333 -0.249
C -3.73623 0.51321 -4.12706 -0.261
O -4.44652 -0.77663 -1.90680 -0.475
H -2.18225 -0.94780 -1.00166 -0.109
C 2.32371 2.94463 -5.18408 0.600
H 0.53559 -1.15849 0.44721 -0.377
O -2.88767 -5.21486 -0.76619 -0.369
C 4.92876 1.71526 -0.50908 -0.968
H -5.05026 1.46654 4.06443 0.411
C -4.12769 1.88905 3.77159 -0.737
H 3.35785 2.21823 -7.50664 0.241
H 1.20571 4.31621 -4.01309 0.340
C -0.62580 -1.15670 0.51831 0.282
H -0.21635 -6.18794 -2.18817 0.334
H -1.00731 -2.06837 0.95443 -0.084
H -3.40048 -3.28845 -1.10387 -0.611
C -4.58867 1.12207 1.56234 0.962
C 3.53892 1.95981 -1.08866 0.727
O 2.28740 -4.16462 0.67975 -0.758
H -3.30017 0.00092 4.00048 0.569
O -1.54058 -3.87390 -1.95942 -0.555
C 4.84460 1.78363 1.04485 -0.566
C -4.94439 1.61915 0.24021 -0.772
H -1.06204 -2.37795 5.85003 0.295
H -0.93126 2.17203 0.64703 0.967
O 3.05405 -1.74722 0.79366 -0.501
H 2.02107 3.60894 -8.94189 0.272
O 2.54261 2.42847 2.22235 -0.416
H -1.38365 -6.99026 -1.17516 0.376
H 2.85387 -1.37807 5.54272 0.374
O 2.20848 3.57343 -6.37526 -0.309
O 0.73171 -2.80839 4.96582 -0.409
H -4.48685 -2.99172 1.14780 0.360
H 2.91716 -4.59964 -2.38360 0.334
O -4.09977 2.09056 2.30792 -0.296
C -2.41290 -1.59332 -4.57384 -0.115
H 4.41948 0.83790 1.49626 0.084
H -2.03125 1.21085 3.88052 -0.503
H -3.20785 -0.29090 -6.08514 0.355
H -4.00687 2.86675 4.18905 0.479
C -1.48227 -3.08073 3.89581 -0.541
S 2.96305 -3.00891 0.08298 1.320
C -3.70025 -2.19822 -3.95935 -0.090
H 1.93147 5.48063 5.83421 0.399
H -3.27215 1.02888 -3.33670 0.001
O -4.68286 0.00181 2.02028 -0.643
H -4.40836 1.08469 -4.73463 0.511
C -3.78173 -4.08916 -0.53824 0.737
C 0.22446 5.12203 4.50591 -0.858
C 3.32541 -3.58304 -2.43052 -0.805
C 0.28470 2.53978 5.25967 -0.315
H 4.19955 3.62152 -6.75637 0.326
C -2.80543 -0.16096 -5.08305 -0.866
H 3.21900 4.06303 -0.74075 0.618
H 2.81299 -0.50496 4.06391 0.158
C -0.68606 -3.10494 5.14183 -0.564
H 5.33207 -2.77978 0.22124 0.388
C -1.09009 -0.93968 -0.98311 -0.382
C -1.79559 -4.90886 -1.38885 0.995
S -0.84861 3.69709 4.37393 1.133
H 0.56359 1.66245 4.66966 -0.041
H -2.01052 -2.16683 -5.38741 0.589
H 3.53899 2.16471 -2.14380 0.150
H -0.15369 -5.83894 -0.55829 0.212
H 1.61378 2.93202 6.78590 0.343
H -3.42629 -2.93850 -3.20805 -0.319
H 5.27603 -4.41049 -2.19084 0.379
C 3.01551 3.99536 -8.58509 -1.230
H 0.83739 5.21430 3.59522 0.282
H 0.66963 1.27359 0.83028 -0.298
H 2.87294 -2.28247 3.98245 0.273
H 2.96071 1.00757 -0.94863 -0.509
H 1.85385 3.15101 -0.32519 0.270
H 0.13313 3.07718 -4.87310 0.262
C 3.30150 3.31969 -7.28198 -0.140
S 3.55184 2.94224 1.35475 1.080
C 4.74705 -3.52454 -1.78167 -0.634
H -1.59824 -1.50730 -3.85670 -0.347
H -2.36736 -3.68779 4.06689 0.472
H -5.24512 2.70417 0.23858 0.288
C -0.89572 -6.03254 -1.36513 -1.222
H 5.70264 2.46467 -0.83869 0.322
C 1.03295 -1.53559 4.66237 0.791
O -1.66196 1.58095 -1.76673 -0.781
H -1.02898 -3.37619 2.96527 0.178
```

Results
- electronic energy (eV) = -129528.98695
- spin multiplicity = 1
- HOMO (eV) = -9.62
- structure (SMILES) = O=S1(=O)CCCC1.O=S1(=O)CCCC1.O=S1(=O)CCCC1.O=S1(=O)CCCC1.O=S1(=O)CCCC1.CCOC(C)=O.CCOC(C)=O.CCOC(C)=O.CCOC(C)=O
- LUMO level (eV) = 0.212

For each record above, in turn, the calculated ΔE to the lowest compared entry with this formula, charge and spin values are 0.946, 0.010 eV.